(1)
Molecular formula: C3H12O2S
Method: DFT, ωB97M-V with the def2-TZVPD basis set

Each line ends with the Mulliken charge.
Cartesian coordinates (Å):
C (1.61, 1.51, -0.76)  -0.96
C (0.41, 1.05, 0.09)  -0.24
S (-1.12, 1.83, -0.49)  -0.12
C (-2.45, 1.10, 0.55)  -0.82
H (1.94, 0.67, -1.39)  0.15
H (2.51, 1.71, -0.19)  0.32
H (1.33, 2.44, -1.21)  0.32
H (0.57, 1.34, 1.15)  0.29
H (0.28, -0.02, 0.02)  0.23
H (-3.09, 0.42, 0.05)  0.28
H (-1.99, 0.84, 1.50)  0.25
H (-3.04, 1.99, 0.70)  0.30
O (0.96, -2.65, -2.51)  -0.64
H (0.59, -3.03, -1.70)  0.32
H (1.75, -2.15, -2.29)  0.31
O (0.11, -2.63, 1.97)  -0.64
H (0.47, -2.06, 2.66)  0.31
H (-0.82, -2.37, 1.88)  0.32

SMILES string   CCSC.O.O
Energy above the lowest of the compared OMol25 structures with the same formula, charge and spin   20.2 kcal/mol
Charge   0



(2)
Molecular formula: C3H12O2S2
Method: DFT, ωB97M-V with the def2-TZVPD basis set

Each line ends with the Mulliken charge.
Cartesian coordinates (Å):
C (0.72, 1.45, 2.69)  -1.19
C (-0.06, 0.29, 2.06)  -0.23
S (-1.70, 0.99, 1.57)  -0.12
S (-2.61, -0.73, 0.97)  -0.10
C (-1.80, -1.26, -0.59)  -0.58
H (0.05, 1.97, 3.38)  0.32
H (1.00, 2.08, 1.83)  0.30
H (1.64, 1.28, 3.24)  0.35
H (0.49, -0.20, 1.26)  0.21
H (-0.42, -0.42, 2.81)  0.37
H (-2.30, -2.19, -0.85)  0.31
H (-2.05, -0.47, -1.30)  0.24
H (-0.73, -1.41, -0.58)  0.12
O (2.02, -2.11, -1.92)  -0.64
H (2.12, -1.77, -1.04)  0.30
H (1.64, -1.33, -2.35)  0.32
O (0.81, 0.90, -3.68)  -0.62
H (1.28, 1.72, -3.85)  0.31
H (-0.09, 1.21, -3.66)  0.32

SMILES string   CCSSC.O.O
Energy above the lowest of the compared OMol25 structures with the same formula, charge and spin   17.9 kcal/mol
Charge   0



(3)
Molecular formula: C3H12O2S2
Method: DFT, ωB97M-V with the def2-TZVPD basis set

Each line ends with the Mulliken charge.
Cartesian coordinates (Å):
C (-1.64, 1.54, 0.27)  -1.30
C (-1.06, 0.15, 0.41)  -0.38
C (0.47, 0.14, 0.61)  -0.55
S (1.17, -1.39, 1.26)  -0.11
S (0.21, -2.88, 0.20)  -0.23
H (-1.14, 2.14, -0.48)  0.34
H (-2.67, 1.46, -0.07)  0.35
H (-1.64, 2.08, 1.21)  0.34
H (-1.22, -0.44, -0.50)  0.34
H (-1.56, -0.40, 1.21)  0.34
H (0.77, 0.89, 1.33)  0.34
H (0.86, 0.44, -0.37)  0.35
H (1.18, -3.09, -0.71)  0.17
O (-2.46, -4.34, -3.22)  -0.63
H (-2.24, -4.26, -2.28)  0.32
H (-2.26, -5.25, -3.49)  0.32
O (4.25, 4.76, 1.44)  -0.64
H (4.58, 4.07, 0.85)  0.32
H (4.40, 4.38, 2.31)  0.32

SMILES string   CCCSS.O.O
Energy above the lowest of the compared OMol25 structures with the same formula, charge and spin   14.4 kcal/mol
Charge   0



(4)
Molecular formula: C3H12O3
Method: DFT, ωB97M-V with the def2-TZVPD basis set

Each line ends with the Mulliken spin population.
Cartesian coordinates (Å):
C (-0.58, 0.36, -0.36)  0.06
O (0.64, -0.11, 0.10)  0.74
C (-1.71, -0.38, 0.37)  0.02
C (-3.05, 0.01, -0.26)  0.00
H (-0.71, 1.44, -0.27)  0.09
H (-0.65, 0.15, -1.45)  0.09
H (1.45, 0.33, -0.45)  -0.01
H (-1.56, -1.47, 0.32)  0.00
H (-1.64, -0.14, 1.43)  0.00
H (-3.61, -0.75, -0.79)  0.00
H (-3.71, 0.26, 0.58)  0.00
H (-2.98, 0.91, -0.88)  0.00
H (3.08, 0.29, 0.27)  0.00
H (2.27, 1.74, -0.33)  0.00
O (2.83, 0.97, -0.49)  0.01
H (2.50, -1.28, 0.85)  0.00
H (4.04, -1.29, 0.34)  0.00
O (3.41, -1.04, 1.02)  0.00

Energy above the lowest of the compared OMol25 structures with the same formula, charge and spin   12.7 kcal/mol
Charge   +1
Spin multiplicity   2



(5)
Molecular formula: C3H12O4
Method: DFT, ωB97M-V with the def2-TZVPD basis set

Each line ends with the Mulliken charge.
Cartesian coordinates (Å):
C (0.22, 2.37, -0.38)  -0.65
C (0.31, 1.03, -0.62)  0.40
C (0.54, 0.44, -2.08)  -1.01
O (0.62, 0.11, 0.42)  -0.47
H (-0.22, 3.08, -1.18)  0.22
H (0.49, 2.81, 0.64)  0.24
H (-0.22, 0.96, -2.71)  0.34
H (0.33, -0.56, -2.07)  0.32
H (1.56, 0.56, -2.46)  0.27
H (1.65, 0.21, 0.37)  0.37
O (-1.11, -2.24, 0.47)  -0.61
H (-0.98, -1.85, -0.40)  0.30
H (-0.19, -2.40, 0.73)  0.30
O (3.57, -0.21, 0.81)  -0.65
H (4.39, 0.03, 1.31)  0.31
H (3.52, -1.12, 1.11)  0.30
O (-4.68, -0.77, 2.01)  -0.64
H (-5.08, -1.14, 1.21)  0.32
H (-4.74, -1.33, 2.83)  0.32

SMILES string   C=C(C)O.O.O.O
Energy above the lowest of the compared OMol25 structures with the same formula, charge and spin   50.6 kcal/mol
Charge   0



(6)
Molecular formula: C3H12O4
Method: DFT, ωB97M-V with the def2-TZVPD basis set

Each line ends with the Mulliken charge.
Cartesian coordinates (Å):
C (0.51, -1.20, 0.10)  -1.18
C (-0.67, -0.97, -0.83)  -0.10
C (-0.29, -1.60, -2.18)  -0.02
O (-0.06, -2.76, -2.37)  -0.47
H (0.55, -2.13, 0.68)  0.33
H (0.49, -0.48, 0.93)  0.34
H (1.51, -1.08, -0.31)  0.33
H (-1.69, -1.28, -0.65)  0.24
H (-0.60, 0.11, -0.99)  0.21
H (-0.04, -0.84, -2.95)  0.33
O (-3.88, -2.34, -2.18)  -0.63
H (-4.63, -2.87, -2.39)  0.30
H (-3.22, -2.81, -1.62)  0.33
O (3.71, 2.04, -0.29)  -0.64
H (4.52, 1.52, -0.17)  0.32
H (3.97, 2.76, -0.86)  0.31
O (-0.20, 4.75, 5.65)  -0.64
H (-0.71, 4.44, 4.92)  0.32
H (0.74, 4.71, 5.51)  0.32

SMILES string   CCC=O.O.O.O
Energy above the lowest of the compared OMol25 structures with the same formula, charge and spin   30.8 kcal/mol
Charge   0



(7)
Molecular formula: C3H12O4
Method: DFT, ωB97M-V with the def2-TZVPD basis set

Each line ends with the Mulliken charge.
Cartesian coordinates (Å):
C (-0.96, -1.68, 2.78)  -1.07
C (-1.58, -1.17, 1.50)  0.01
C (-0.80, -1.40, 0.34)  -0.23
O (-0.29, -0.50, -0.63)  -0.51
H (-1.51, -1.41, 3.67)  0.31
H (-0.01, -1.20, 2.86)  0.32
H (-0.65, -2.68, 2.72)  0.34
H (-2.46, -0.47, 1.80)  0.23
H (-0.23, -2.35, 0.35)  0.25
H (-1.07, -0.25, -1.41)  0.34
O (-1.83, 1.87, -0.82)  -0.59
H (-2.64, 2.33, -0.66)  0.29
H (-1.04, 2.48, -0.71)  0.31
O (2.39, -1.07, -1.78)  -0.66
H (1.63, -1.12, -1.19)  0.38
H (1.93, -0.88, -2.60)  0.29
O (2.91, 3.44, -2.25)  -0.66
H (3.90, 3.35, -2.09)  0.33
H (2.31, 2.71, -1.88)  0.33

SMILES string   C/C=C/O.O.O.O
Energy above the lowest of the compared OMol25 structures with the same formula, charge and spin   81.2 kcal/mol
Charge   0



Molecular weight for the records above, in order: 112.19 144.26 144.26 96.13 112.12 112.12 112.12 g mol⁻¹